{
  "formula": "H28O14",
  "method": "ωB97M-V/def2-TZVPD",
  "homo_ev": -9.45,
  "de_lowest_kcal_mol": 161.0,
  "e_lumo_ev": -0.62,
  "orbital_gap_ev": 8.828,
  "symbols": ["H", "H", "H", "H", "H", "H", "H", "H", "H", "H", "H", "H", "H", "H", "H", "H", "H", "H", "H", "H", "H", "H", "H", "H", "H", "H", "H", "H", "O", "O", "O", "O", "O", "O", "O", "O", "O", "O", "O", "O", "O", "O"],
  "xyz": [[-0.80508, -0.20518, 1.49486], [0.16979, -0.04485, 0.47289], [1.69222, 1.76725, -1.91001], [0.69363, 1.13708, -0.88019], [-1.48560, -1.15748, -2.42611], [-1.99630, -1.49121, -1.18624], [-2.31155, 3.87832, -1.07233], [-2.23696, 5.20385, -1.75116], [0.00042, -1.02934, -1.68884], [0.89814, -0.93910, -2.95535], [3.21946, -0.43252, -2.59559], [3.12578, 1.05172, -2.80252], [2.28489, -1.14445, 1.33896], [3.71113, -1.36563, 1.29552], [4.24574, -0.01508, 0.31125], [5.50646, 0.70873, 0.45323], [-1.49139, -3.06296, 0.87864], [-2.87100, -2.36484, 0.66297], [-3.50849, -0.51580, -2.27490], [-4.67436, -1.20449, -1.67365], [-1.86438, 3.39539, 1.66010], [-3.34198, 3.53855, 1.00369], [-3.16361, -0.87031, 2.40127], [-3.51604, -1.55921, 3.83328], [1.68219, -3.85188, -0.32447], [0.68761, -3.00667, 0.25809], [1.98555, 2.13776, 3.41174], [3.12279, 2.73970, 3.97449], [-0.53212, 0.47228, 0.93126], [1.36081, 1.79430, -1.07300], [-2.24807, -1.61848, -2.11803], [-1.64279, 4.42646, -1.47169], [0.42101, -1.51099, -2.43181], [3.58857, 0.34263, -3.11685], [2.88879, -1.84619, 1.38755], [5.18984, -0.17011, 0.63920], [-2.17765, -2.39563, 1.26706], [-3.83048, -0.71249, -1.35998], [-2.44672, 3.24605, 0.81883], [-3.82881, -1.27928, 3.00490], [0.70852, -3.87335, -0.11474], [2.79006, 1.82745, 3.72769]]
}

***

{
  "formula": "H28O14",
  "method": "ωB97M-V/def2-TZVPD",
  "homo_ev": -10.66,
  "de_lowest_kcal_mol": 70.3,
  "e_lumo_ev": -0.11,
  "orbital_gap_ev": 10.548,
  "symbols": ["O", "H", "H", "O", "H", "H", "O", "H", "H", "O", "H", "H", "O", "H", "H", "O", "H", "H", "O", "H", "H", "O", "H", "H", "O", "H", "H", "O", "H", "H", "O", "H", "H", "O", "H", "H", "O", "H", "H", "O", "H", "H"],
  "xyz": [[2.38817, -0.16765, 2.52204], [2.31584, -0.47765, 3.44720], [3.35486, -0.08609, 2.63773], [1.29065, 0.33840, -1.07476], [1.51996, -0.40154, -1.65158], [1.48823, -0.22929, -0.28401], [-2.39494, -2.59758, 0.63984], [-3.03298, -3.25122, 0.93364], [-2.78363, -2.04098, -0.10092], [2.07326, 4.50086, 0.24392], [2.81668, 3.95257, 0.51179], [1.32053, 3.92938, 0.05492], [-0.30154, -1.35535, 1.60110], [0.36515, -1.88220, 2.04886], [-1.08454, -1.88517, 1.31769], [-2.22384, -1.98607, -2.97279], [-2.63010, -2.12646, -2.12080], [-1.75652, -2.72684, -3.36226], [-3.53174, 0.98493, -2.79247], [-3.97485, 0.80778, -3.62255], [-2.70654, 0.52891, -2.60362], [-0.72771, -0.40103, 4.61216], [-0.81648, -0.35247, 3.62960], [-1.10249, 0.45887, 4.86814], [2.16189, -1.96300, -0.53981], [1.22593, -1.82318, -0.75083], [2.28613, -2.51797, 0.23548], [-0.90507, 1.58222, -0.88166], [-0.89256, 2.10276, -1.70151], [0.13314, 1.46937, -0.99220], [-0.80361, 1.68251, 2.57540], [-1.51180, 1.05017, 2.41323], [-0.55334, 1.93169, 1.67672], [2.36137, 2.19492, -3.97734], [1.99710, 2.27445, -3.08939], [1.65317, 2.50047, -4.55262], [-3.63572, -0.55203, -0.44285], [-4.03922, -0.06276, -1.20470], [-3.62366, 0.08132, 0.28135], [4.92379, -0.87973, 1.09809], [5.05478, -1.83275, 1.00718], [4.30223, -0.77256, 0.36259]]
}

***

{
  "formula": "H28O14",
  "method": "ωB97M-V/def2-TZVPD",
  "homo_ev": -8.20,
  "de_lowest_kcal_mol": 172.2,
  "e_lumo_ev": -0.61,
  "orbital_gap_ev": 7.593,
  "symbols": ["H", "H", "H", "H", "H", "H", "H", "H", "H", "H", "H", "H", "H", "H", "H", "H", "H", "H", "H", "H", "H", "H", "H", "H", "H", "H", "H", "H", "O", "O", "O", "O", "O", "O", "O", "O", "O", "O", "O", "O", "O", "O"],
  "xyz": [[0.32796, 0.08750, -0.92819], [-0.51840, -0.70949, 0.02283], [3.93175, -1.16319, 2.25701], [3.08503, -0.26738, 1.35458], [0.58920, 0.10754, 2.96193], [1.33036, 0.83925, 4.11798], [0.40675, -1.86814, -2.51498], [-0.67240, -0.86116, -2.60579], [-3.98871, -1.77463, -2.02385], [-3.67661, -0.29845, -1.80310], [-2.71520, -1.19689, -0.13324], [-2.78235, -2.33845, 0.84159], [0.85567, -1.64145, 1.81313], [-0.61641, -1.52622, 1.88926], [-0.36899, 1.30207, -3.27780], [0.25637, 2.29523, -2.47934], [-2.80363, 0.30506, 2.47753], [-2.24692, 1.33819, 1.71949], [-1.26681, -4.08480, 1.00227], [-1.77570, -2.98141, 1.98452], [1.08507, 2.19572, 0.92311], [1.87477, 1.63375, -0.31491], [3.97619, 2.37745, -0.25951], [3.21294, 3.33280, 0.64348], [3.37463, 0.49290, -3.97270], [2.73996, 0.33944, -2.58549], [-1.94774, 2.51615, 0.33833], [-2.63787, 3.43420, -0.67092], [-0.44532, -0.45448, -0.83084], [3.97588, -0.62761, 1.47544], [0.75489, 0.06739, 3.90980], [-0.51679, -1.79934, -2.26173], [-3.33339, -1.11589, -2.29203], [-2.18460, -1.85506, 0.24386], [0.13826, -2.17780, 1.65063], [0.07916, 2.08964, -3.43288], [-2.15529, 0.36019, 1.80013], [-1.51609, -3.89709, 1.93888], [1.17393, 2.19407, 0.02348], [3.49109, 2.42608, 0.61288], [3.29048, -0.11199, -3.21805], [-1.78109, 3.01629, -0.39678]]
}

***

{
  "formula": "H28O18S",
  "method": "ωB97M-V/def2-TZVPD",
  "homo_ev": -3.79,
  "de_lowest_kcal_mol": 88.3,
  "e_lumo_ev": 4.56,
  "total_charge": -2,
  "orbital_gap_ev": 8.359,
  "symbols": ["S", "O", "O", "O", "O", "O", "H", "H", "O", "H", "H", "O", "H", "H", "O", "H", "H", "O", "H", "H", "O", "H", "H", "O", "H", "H", "O", "H", "H", "O", "H", "H", "O", "H", "H", "O", "H", "H", "O", "H", "H", "O", "H", "H", "O", "H", "H"],
  "xyz": [[-16.01713, 4.21573, -4.98799], [-15.17273, 5.37655, -4.87876], [-15.46452, 3.03979, -4.36065], [-17.28501, 4.56832, -4.53670], [-16.20877, 3.81922, -6.39950], [-16.04103, 7.76811, -5.68312], [-16.39198, 8.24553, -4.94340], [-15.80852, 6.93170, -5.29255], [-12.90255, 3.26725, -5.21014], [-12.46793, 2.44548, -5.48856], [-13.75381, 3.01687, -4.88811], [-14.94140, 0.78574, -5.27855], [-14.18564, 0.43382, -4.80193], [-15.19798, 1.55136, -4.80346], [-19.11830, 3.16121, -3.17218], [-18.36194, 3.68102, -3.47766], [-18.82120, 2.90366, -2.29331], [-14.19827, 4.85125, -7.66354], [-14.50630, 5.66018, -8.13653], [-15.00917, 4.45941, -7.32408], [-14.86716, 7.18119, -2.96467], [-15.82200, 7.07344, -2.68587], [-14.79476, 6.50339, -3.61072], [-16.23456, 1.58284, -2.44742], [-16.09220, 2.26621, -3.10529], [-16.85297, 1.97012, -1.80635], [-15.48922, 1.92007, -8.17979], [-15.67579, 2.52873, -7.44019], [-16.22686, 1.27615, -8.13942], [-17.94445, 1.83898, -6.57080], [-17.33555, 2.60183, -6.44223], [-17.80955, 1.33981, -5.74878], [-13.65000, 2.26269, -1.89864], [-14.57284, 2.27541, -2.16750], [-13.35551, 3.04996, -2.31675], [-12.87453, 6.00822, -5.19698], [-13.86640, 5.82127, -5.29656], [-12.62255, 6.59506, -4.45354], [-17.65467, 6.62249, -2.70747], [-17.55340, 6.08550, -3.44150], [-18.20703, 6.16130, -2.07146], [-19.39170, 5.59139, -5.69560], [-19.96607, 4.82865, -5.92506], [-18.56246, 5.16688, -5.30324], [-17.87011, 4.65145, -8.13057], [-17.32931, 4.38824, -7.40085], [-17.83468, 5.58494, -7.92878]]
}

***

{
  "formula": "H28O18S",
  "method": "ωB97M-V/def2-TZVPD",
  "homo_ev": -3.57,
  "de_lowest_kcal_mol": 191.0,
  "e_lumo_ev": 5.07,
  "total_charge": -2,
  "orbital_gap_ev": 8.643,
  "symbols": ["S", "O", "O", "O", "O", "O", "H", "H", "O", "H", "H", "O", "H", "H", "O", "H", "H", "O", "H", "H", "O", "H", "H", "O", "H", "H", "O", "H", "H", "O", "H", "H", "O", "H", "H", "O", "H", "H", "O", "H", "H", "O", "H", "H", "O", "H", "H"],
  "xyz": [[0.04551, -0.20600, -0.15470], [-1.30049, -0.47700, -0.54170], [0.26051, 1.21300, -0.09570], [0.25951, -0.89500, 1.21930], [0.99051, -0.82700, -1.12370], [0.06751, -0.26900, 3.25230], [-0.00349, 0.78500, 3.45430], [0.05251, -0.60700, 2.26830], [0.54951, -1.00200, -3.64070], [1.37451, -0.67900, -4.02370], [0.66051, -1.00200, -2.71770], [2.79951, 2.49900, -2.07170], [3.04251, 1.63700, -1.88170], [2.02051, 2.81600, -1.73570], [-3.78149, -0.54400, 0.45930], [-3.87349, -1.03300, 1.30830], [-2.79449, -0.59000, 0.31530], [1.98051, -3.42500, -1.24970], [1.50651, -4.14500, -0.95970], [1.25051, -2.61900, -1.13770], [1.42451, 1.67100, 1.57030], [1.27851, 1.69100, 0.66430], [1.66651, 2.65100, 1.73230], [0.42651, 3.45300, -0.93970], [0.24251, 2.60800, -0.52870], [-0.36349, 3.55900, -1.45170], [-1.43249, -2.83700, 1.52830], [-0.62949, -2.20000, 1.24830], [-1.03349, -3.19700, 2.32030], [-2.54249, 0.66700, -2.50470], [-2.44549, -0.02100, -3.09070], [-2.28749, 0.34100, -1.69970], [-0.64949, 2.63800, 3.18930], [0.01651, 3.08600, 3.71830], [-0.07249, 2.39400, 2.45930], [-1.88549, 2.41100, 0.59630], [-1.00249, 1.98300, 0.54630], [-2.53449, 1.78900, 0.32330], [3.23151, -0.01900, -1.37270], [3.78151, -0.27000, -0.54070], [2.25751, -0.45700, -1.28770], [1.83151, -2.19800, 2.05330], [1.36251, -1.68900, 1.42430], [1.53951, -1.81700, 3.01630], [-2.30849, -2.59500, -1.51870], [-3.17649, -2.55600, -1.09970], [-1.80249, -1.71600, -1.29870]]
}

***

{
  "formula": "H29O14",
  "method": "ωB97M-V/def2-TZVPD",
  "homo_ev": -13.87,
  "de_lowest_kcal_mol": 159.6,
  "e_lumo_ev": -2.93,
  "total_charge": 1,
  "orbital_gap_ev": 10.943,
  "symbols": ["O", "H", "O", "H", "H", "O", "H", "H", "O", "H", "H", "O", "H", "H", "O", "H", "H", "O", "H", "H", "O", "H", "H", "O", "H", "H", "O", "H", "H", "O", "H", "H", "O", "H", "H", "O", "H", "H", "O", "H", "H", "H", "H"],
  "xyz": [[1.18329, -1.10848, 3.60434], [0.34104, -0.00150, 3.29516], [-3.67519, 1.55128, -3.05179], [-3.58367, 0.73792, -2.61924], [0.63890, 1.64520, -3.05413], [2.28135, -1.23980, -0.41394], [-1.27674, 1.21837, 0.56985], [3.08647, -0.78714, -0.65984], [-1.89002, 2.69252, -0.80433], [-2.27771, 3.52547, -0.82340], [-2.73173, 2.33401, -1.24681], [-0.36852, -3.16874, 2.39135], [-0.33788, -3.84887, 1.68119], [-0.44200, -2.46167, 1.65675], [3.97755, 0.81330, -0.16223], [1.88373, 2.62175, -3.36393], [0.26121, 0.93617, 1.90333], [1.56557, 0.43028, 1.38302], [1.72049, -0.13060, 0.70463], [2.08095, 1.31698, 1.14854], [-3.94379, -1.01833, -1.92005], [-4.75386, -1.49426, -1.54616], [4.26627, 0.71837, -1.19933], [-1.44121, 3.94781, 2.45169], [-1.77876, 4.68029, 2.10291], [1.37245, -1.67253, 2.79263], [0.01788, 1.03345, 3.06380], [2.62821, -4.26023, -1.04072], [2.19441, -2.18450, -0.60272], [-1.21560, 0.38864, 0.90258], [4.86278, 0.93404, 0.24931], [-1.27983, -1.81378, -2.07684], [-0.67396, -2.36634, -1.38257], [-1.87455, 3.83518, 3.21013], [-0.52274, -1.77225, -0.66875], [2.45652, -3.84681, -2.03808], [-3.12357, 1.46483, -3.82299], [1.65599, -4.26978, -2.40129], [1.51711, 1.79728, -3.24604], [0.87757, 1.56752, 3.06274], [-3.81681, -1.30225, -2.80480], [0.49978, -1.54190, 4.19434], [-0.36142, 0.09908, 0.58171]]
}

***

{
  "formula": "H2INO2S",
  "method": "ωB97M-V/def2-TZVPD",
  "homo_ev": [-9.56, -9.63],
  "de_lowest_kcal_mol": 121.1,
  "e_lumo_ev": [-2.57, -2.86],
  "orbital_gap_ev": [6.990, 6.771],
  "symbols": ["N", "O", "O", "S", "I", "H", "H"],
  "xyz": [[-0.52243, 0.40207, 0.85001], [0.43421, -1.81880, -0.14121], [2.25592, 1.39311, -0.94610], [0.17340, -0.47245, -0.48262], [-1.58716, -0.12181, -2.09014], [0.26947, 0.84880, 1.27915], [-1.02341, -0.23092, 1.53091]]
}

***

{
  "formula": "H2IOP",
  "method": "ωB97M-V/def2-TZVPD",
  "homo_ev": [-8.67, -8.65],
  "de_lowest_kcal_mol": 55.3,
  "e_lumo_ev": [-1.94, -1.99],
  "orbital_gap_ev": [6.725, 6.654],
  "symbols": ["O", "P", "I", "H", "H"],
  "xyz": [[0.66222, 0.35617, 0.62462], [-2.63037, 1.50916, -0.04955], [-4.09529, -0.39306, -0.05787], [0.29692, -0.58358, 0.52779], [0.03897, 1.10040, 0.32466]]
}